No. 1
DFT (wB97M-V/def2-TZVPD) results for a 2-piece molecular cluster, CH4IN4P overall.

## Properties
**Relative energy (zero: lowest compared OMol25 entry of this formula, charge and spin)**: 1.6 kcal per mole
**Structure (SMILES)**: c1nnn[nH]1.PI

Each line ends with the Mulliken charge.
Positions of all 11 atoms, in Å:
I -2.604 -0.986 3.055  -0.082
P -2.028 0.588 1.306  -0.066
N 0.296 -0.911 -2.254  0.067
N 0.284 -0.071 -0.244  -0.204
N -0.240 0.261 -2.333  -0.400
N -0.247 0.779 -1.154  -0.097
C 0.610 -1.121 -0.907  -0.118
H 1.199 -1.899 -0.550  0.442
H -1.608 1.506 2.148  0.064
H -3.414 0.874 1.024  0.092
H 0.238 -1.570 -3.130  0.302


No. 2
DFT (wB97M-V/def2-TZVPD) results for a 14-piece molecular cluster, C5H37NO14 overall.

## Properties
**Relative energy (zero: lowest compared OMol25 entry of this formula, charge and spin)**: 172.9 kcal per mole

Each line ends with the Mulliken charge.
Positions of all 57 atoms, in Å:
O 0.663 3.402 -3.712  -0.678
O 0.685 0.886 1.940  -0.390
O 1.629 -4.401 -1.076  -0.658
O 0.897 0.012 4.318  -0.631
O 3.964 -1.146 3.280  -0.603
O -1.645 -0.999 -3.912  -0.530
O 1.915 0.767 -1.901  -0.492
O 3.122 -0.274 0.258  -0.605
O -4.649 1.323 -0.104  -0.646
O -3.802 -0.484 -1.767  -0.544
O -1.178 1.479 -4.045  -0.766
O 2.153 2.319 0.708  -0.674
O -0.907 2.671 1.454  -0.773
O -0.547 2.360 4.040  -0.686
N -0.304 -1.952 0.395  -0.075
C -1.069 -2.745 2.557  -1.206
C -1.523 -2.122 1.222  -0.141
C 0.725 -1.299 -1.712  -0.389
C 1.020 0.116 -2.300  0.320
C -0.544 -1.071 -0.798  -0.109
H 1.635 -5.070 -0.304  0.320
H 1.517 1.448 2.029  0.328
H -4.150 1.789 0.517  0.300
H 0.509 0.489 2.802  0.300
H 3.284 -0.595 3.150  0.270
H -0.971 0.705 -4.728  0.330
H -1.606 -1.402 -1.243  -0.016
H 1.140 -3.747 -0.590  0.353
H -2.116 1.488 -3.897  0.243
H -0.807 2.179 3.087  0.458
H 1.615 -1.737 -0.920  0.272
H -2.151 -2.963 0.708  0.376
H 4.650 -1.067 2.665  0.293
H -0.306 -3.479 2.219  0.296
H -1.997 -3.276 2.965  0.352
H -2.273 -0.793 -3.320  0.275
H 0.864 -0.651 5.000  0.255
H 3.241 -0.461 -0.679  0.309
H 0.321 0.811 4.642  0.360
H -4.412 -0.970 -1.280  0.243
H 2.053 2.731 -0.116  0.233
H -4.166 0.407 -1.836  0.304
H 2.139 -0.009 0.397  0.202
H -0.090 2.746 -3.921  0.425
H -1.353 -1.879 -3.887  0.268
H 3.002 1.902 0.731  0.306
H 0.496 -1.509 1.031  0.171
H -0.187 3.221 3.971  0.282
H -1.258 1.786 1.147  0.313
H 0.275 0.447 -3.038  0.001
H -0.050 2.683 1.242  0.347
H 1.065 2.964 -3.033  0.306
H 0.718 -2.086 -2.515  0.338
H -4.946 0.429 0.390  0.332
H -0.785 -0.032 -0.728  0.130
H -0.634 -2.145 3.348  0.239
H -2.177 -1.281 1.561  0.159


No. 3
DFT (wB97M-V/def2-TZVPD) results for C28H40BBrCaI2N7OS3Sb as an isolated structure.

## Properties
**Relative energy (zero: lowest compared OMol25 entry of this formula, charge and spin)**: 20.0 kcal per mole

Each line ends with the Mulliken charge.
Positions of all 85 atoms, in Å:
I 1.078 -2.628 -3.659  0.422
I 2.834 -0.139 -3.883  -0.608
Sb 4.101 -0.550 -0.442  0.553
Br 1.491 3.710 -2.529  -0.095
Ca 0.725 0.186 -1.237  1.041
S -0.564 -4.461 -3.377  -0.412
S 0.500 -1.262 1.258  -0.184
S -1.698 0.452 -2.686  -0.424
O -0.933 0.962 0.084  0.592
N -1.227 0.490 2.349  0.090
N 1.598 2.452 -0.092  0.297
N -1.160 -1.600 3.251  0.481
N -2.536 -2.900 -2.391  0.183
N -1.160 0.215 -5.287  0.338
N -1.300 -3.794 -0.815  0.477
N -2.333 -1.478 -4.575  0.459
C 4.632 -0.313 1.581  -1.255
C -3.198 5.000 2.054  -0.490
C 1.578 2.416 1.255  -0.274
C -1.263 1.293 1.258  -1.072
C 1.798 4.852 0.055  -0.521
C -3.275 3.954 2.949  -0.510
C 1.640 3.539 2.032  -0.887
C -2.478 4.812 0.853  -0.851
C -2.962 -2.354 -1.199  -0.826
C -0.523 1.483 -5.174  -0.573
C 5.223 0.987 -1.383  -1.250
C 5.384 -2.120 -1.324  -1.229
C -1.323 -0.633 -6.355  -0.630
C -1.879 2.586 1.575  0.753
C -0.564 -2.866 3.452  -0.603
C -1.804 -0.333 5.259  -1.269
C 0.893 -2.909 3.956  -1.171
C 1.785 4.780 1.402  -0.448
C -2.202 -2.942 -0.225  -0.337
C -1.747 -0.324 -4.199  -0.710
C -2.220 -1.248 4.123  -0.660
C -1.539 -3.773 -2.174  -0.226
C -1.791 3.615 0.666  -0.095
C -2.642 2.798 2.740  -0.136
C -0.635 -0.702 2.374  0.036
C 1.709 3.675 -0.648  -0.189
C -0.321 -4.579 -0.079  -0.923
C -2.088 -1.644 -5.926  -0.460
B -3.215 -2.377 -3.768  0.112
H 1.661 3.380 3.108  0.481
H -3.412 -3.352 -4.429  -0.192
H 1.813 5.687 1.935  0.483
H 4.915 -1.232 2.112  0.381
H -2.698 -2.184 4.503  0.515
H 1.569 -2.934 3.141  0.360
H -1.074 -3.433 4.273  0.530
H 0.004 1.617 -4.211  0.004
H 4.760 1.350 -2.343  0.242
H 5.415 1.880 -0.805  0.421
H 6.394 -1.710 -1.321  0.374
H -2.491 5.535 0.070  0.488
H -2.381 -2.596 -6.383  0.415
H -2.554 0.104 5.834  0.458
H -1.294 0.560 4.850  0.213
H 0.302 -5.206 -0.712  0.367
H 5.424 -3.009 -0.744  0.397
H 5.049 -2.320 -2.382  0.285
H -1.125 -0.854 5.979  0.322
H 5.438 0.403 1.654  0.469
H -2.914 -0.679 3.519  0.408
H -1.381 3.409 -0.347  0.267
H -3.569 -1.464 -1.041  0.401
H 1.547 1.411 1.667  0.507
H -0.648 -3.430 2.541  0.053
H 0.338 -3.893 0.492  0.284
H -2.679 1.997 3.537  0.051
H 3.803 0.181 2.027  0.220
H 0.233 1.555 -6.023  0.273
H -3.901 4.122 3.804  0.438
H 6.185 0.587 -1.758  0.345
H -2.310 -2.822 0.817  0.631
H -0.890 -0.329 -7.258  0.536
H -1.250 2.257 -5.286  0.349
H -3.807 5.899 2.229  0.359
H -0.782 -5.261 0.657  0.327
H -4.237 -1.799 -3.599  -0.119
H 1.116 -3.626 4.834  0.304
H 1.956 5.813 -0.395  0.510
H 1.086 -1.941 4.355  0.327


No. 4
DFT (wB97M-V/def2-TZVPD) results for a 2-piece molecular cluster, C3H4BrNO2 overall.

## Properties
**Relative energy (zero: lowest compared OMol25 entry of this formula, charge and spin)**: 103.7 kcal per mole

Each line ends with the Mulliken charge.
Positions of all 11 atoms, in Å:
Br 2.633 0.872 -0.844  -0.389
O 1.044 -2.147 -0.486  -0.454
O -0.034 0.229 1.546  -0.023
N 0.662 -0.841 1.280  0.133
C 0.431 -1.219 -0.036  0.130
C -0.570 -0.233 -0.617  -0.125
C -0.663 0.853 0.429  -0.402
H -1.635 1.171 0.729  0.285
H -0.199 0.268 -1.502  0.290
H -1.468 -0.874 -0.643  0.302
H -0.201 1.922 0.144  0.253


No. 5
DFT (wB97M-V/def2-TZVPD) results for C10H15ClFSnTb as an isolated structure.

## Properties
**Relative energy (zero: lowest compared OMol25 entry of this formula, charge and spin)**: 0.0 kcal per mole
**2S+1**: 7

Each line ends with the Löwdin spin population.
Positions of all 29 atoms, in Å:
Tb -1.728 1.536 -1.672  6.151
Sn -0.203 -1.053 -0.597  -0.311
Cl -1.441 3.784 -2.655  -0.023
F 3.933 0.920 3.860  0.000
C 2.927 -0.859 2.631  -0.003
C -0.524 -2.963 0.250  0.621
C 1.454 1.058 1.192  -0.006
C 1.967 -1.255 1.673  -0.004
C 2.388 1.478 2.153  -0.001
C -2.795 1.833 0.353  -0.113
C 1.216 -1.252 -2.219  -0.118
C 1.270 -0.297 0.944  -0.070
C -3.366 0.444 -2.889  -0.146
C 3.092 0.504 2.856  -0.001
H 0.885 1.797 0.621  -0.001
H 2.556 2.536 2.335  0.000
H 1.225 -2.299 -2.541  -0.005
H -0.601 -3.012 1.348  0.039
H -3.113 -0.595 -3.143  -0.011
H 3.513 -1.584 3.193  0.000
H 1.787 -2.326 1.519  0.008
H 0.935 -0.608 -3.062  0.001
H 2.179 -0.923 -1.814  -0.009
H -4.271 0.406 -2.255  -0.008
H -3.808 1.392 0.261  -0.006
H -0.556 -3.885 -0.347  0.041
H -2.940 2.901 0.588  -0.006
H -2.332 1.359 1.231  -0.008
H -3.646 0.964 -3.813  -0.009